This record from OMol25 describes C15H32NO2PSiV as an isolated structure in a non-equilibrium geometry. The level of theory is ωB97M-V/def2-TZVPD.

Calculated values
E, eV: -64510.330
2S+1: 2

Geometry (Å):
V -0.5164 -0.2121 -0.0054
Si 0.4348 -0.4068 -2.3316
P 2.0517 -0.5511 -0.4010
N -0.2694 1.4527 0.4553
H -1.5190 -1.9653 -0.0576
C 2.5097 -0.6769 1.3749
H 3.6053 -0.6687 1.4782
H 2.1133 -1.6040 1.8086
H 2.0839 0.1711 1.9324
C 2.9020 -2.0342 -1.0494
H 3.9299 -2.0208 -0.6578
H 2.9313 -2.0279 -2.1473
H 2.3864 -2.9408 -0.7010
C 3.0999 0.8709 -0.8992
H 4.1553 0.5965 -0.7514
H 2.8511 1.7405 -0.2748
H 2.9344 1.1348 -1.9511
C -0.3203 -1.9300 -3.1268
H -1.2984 -2.1489 -2.6785
H 0.3399 -2.7995 -3.0367
H -0.4655 -1.7005 -4.1925
H -0.6631 0.6194 -2.3032
H 1.4432 0.1216 -3.2760
C -0.0619 2.7559 0.3851
C 0.0752 4.9285 1.4934
C -0.1526 3.5664 1.5678
C 0.2570 3.3940 -0.8576
C 0.4840 4.7611 -0.9034
C 0.3945 5.5314 0.2679
H 0.0035 5.5235 2.4089
H -0.3985 3.0520 2.4982
H 0.3117 2.7722 -1.7580
H 0.7316 5.2332 -1.8556
H 0.5730 6.6088 0.2246
C -0.9164 -2.5468 0.8171
O -0.1068 -1.5117 1.3294
C -1.7958 -3.0640 1.9448
H -2.2992 -3.9799 1.6283
H -2.5518 -2.3400 2.2690
H -1.1495 -3.3017 2.7999
C -0.1776 -3.7154 0.1891
H 0.7682 -3.9162 0.7107
H -0.0080 -3.5882 -0.8849
H -0.8308 -4.5837 0.3079
C -2.7646 0.3894 1.8464
C -3.5228 0.0304 0.6053
O -2.5629 -0.0981 -0.4797
H -1.9709 -0.3256 2.1040
H -3.4647 0.4105 2.6813
H -2.3265 1.3893 1.7653
H -4.0429 -0.9309 0.7083
H -4.2494 0.7974 0.3237
H -2.9648 -0.2618 -1.3449

Cartesian forces, eV/Å:
3.225 1.762 0.160
-2.272 -0.097 -0.714
-0.132 0.666 2.412
-0.097 -3.035 -0.374
0.164 -2.069 1.181
0.812 -0.108 0.424
-0.120 0.040 0.077
0.074 0.366 -0.244
0.063 -0.273 -0.317
0.077 0.024 -0.193
-0.267 -0.097 -0.159
0.017 -0.069 0.249
0.163 0.322 -0.118
0.073 -0.108 -0.251
-0.264 0.154 -0.047
-0.015 -0.312 -0.124
0.135 -0.029 0.306
-0.041 0.068 -0.814
0.267 -0.085 -0.062
-0.223 0.042 -0.052
-0.064 -0.401 0.137
-0.079 0.296 -0.614
0.250 0.032 0.237
0.292 2.340 -0.137
0.019 0.154 -0.114
0.098 -0.579 -0.943
-0.120 -0.173 0.629
-0.040 0.095 0.401
0.019 0.090 -0.055
0.056 -0.081 -0.381
0.100 0.241 -0.181
-0.025 0.251 0.343
-0.063 -0.056 0.269
-0.054 -0.363 0.011
-0.228 1.906 -0.372
-0.305 -0.875 -0.162
-0.616 -0.049 -0.147
-0.184 0.051 0.173
0.227 -0.143 -0.017
-0.080 0.095 -0.231
-0.037 -0.287 -0.253
-0.245 0.112 -0.090
0.202 0.084 0.219
0.313 -0.170 -0.203
-0.151 0.470 0.635
-0.154 -0.345 -0.493
-0.445 0.063 -0.312
-0.240 0.256 -0.178
-0.141 -0.074 0.086
-0.051 -0.305 -0.023
0.054 0.134 0.019
0.073 -0.040 0.102
-0.023 0.106 0.305


This record from OMol25 describes C15H33As3O4PdTe as an isolated structure. The level of theory is ωB97M-V/def2-TZVPD.

Calculated values
Charge: -2
Relative energy (zero: lowest compared OMol25 entry of this formula, charge and spin), kcal/mol: 0.0
E, eV: -217568.502

Geometry (Å):
Pd 0.6772 0.2075 -0.1963
C -0.2770 -0.8142 4.7365
As 0.0973 -0.1839 2.8780
C 1.4390 -1.5468 2.5051
C 1.4124 1.2255 3.4089
C 0.8862 2.6731 3.4717
C -0.4938 2.7555 4.1283
C 0.8096 3.2882 2.0551
As 0.0619 2.2582 0.5183
C 0.2349 3.7716 -0.7308
C -1.8571 2.4794 0.8471
C 1.8984 3.5585 4.2341
As 2.2362 3.5273 6.1849
C 1.8040 1.7172 6.8132
C 0.6022 4.3981 6.8573
H 0.6335 -0.9658 5.3226
H -0.7990 -1.7675 4.6393
H -0.9319 -0.1104 5.2559
H 2.0602 -1.7650 3.3789
H 2.0658 -1.1836 1.6860
H 0.9124 -2.4321 2.1465
H 2.1979 1.1720 2.6487
H 1.8585 0.9354 4.3620
H -1.2376 2.2513 3.5127
H -0.8003 3.7990 4.2496
H -0.4968 2.2775 5.1099
H 1.8268 3.5058 1.7097
H 0.2746 4.2457 2.1034
H -0.3035 4.6560 -0.3785
H -0.1623 3.4494 -1.6948
H 1.2925 4.0093 -0.8537
H -2.1084 3.4651 1.2488
H -2.1863 1.6923 1.5246
H -2.3553 2.3297 -0.1117
H 1.6549 4.6161 4.0682
H 2.8862 3.4063 3.7905
H 2.6005 1.0280 6.5368
H 0.8609 1.3380 6.4240
H 1.7538 1.7654 7.9026
H 0.4989 5.3749 6.3837
H 0.7084 4.5481 7.9327
H -0.2935 3.8129 6.6625
O 1.3128 -3.5113 -0.5454
C 0.7509 -2.4566 -0.8329
O 1.3074 -1.4534 -1.4594
C -0.7546 -2.2491 -0.4157
O -1.0469 -2.5106 0.7736
O -1.5126 -1.8511 -1.3300
C -0.6454 1.5254 -5.1055
Te -0.2131 0.1936 -3.4272
C 1.8199 0.8418 -3.4459
H -0.5612 2.5707 -4.8070
H -1.6708 1.3337 -5.4257
H 0.0234 1.3376 -5.9459
H 2.2865 0.6002 -4.4010
H 2.2808 0.2761 -2.6374
H 1.8860 1.9105 -3.2476

Cartesian forces, eV/Å:
0.185 0.394 -0.238
-0.058 -0.030 0.028
-0.026 -0.015 0.045
0.089 -0.039 -0.149
0.018 0.104 -0.077
0.043 0.016 -0.090
0.055 -0.020 0.012
-0.045 -0.062 -0.004
-0.015 0.091 0.079
0.032 0.013 0.001
-0.066 -0.023 0.006
-0.002 -0.022 0.066
-0.004 0.000 0.009
-0.012 -0.017 -0.016
-0.003 0.010 0.016
0.029 0.009 -0.025
-0.020 -0.003 0.043
-0.010 -0.026 0.009
-0.047 0.043 0.043
-0.038 -0.053 0.036
0.003 -0.002 -0.005
0.008 0.002 0.016
-0.001 -0.013 0.003
-0.021 -0.016 0.001
-0.010 -0.001 0.000
-0.024 0.025 -0.038
0.009 -0.008 0.035
0.008 0.008 0.009
0.005 -0.002 0.001
-0.004 -0.016 0.028
-0.006 0.000 -0.011
0.034 0.004 0.003
-0.018 0.001 -0.022
-0.002 -0.008 0.012
0.000 0.007 -0.012
-0.005 -0.009 -0.019
-0.010 -0.004 0.001
0.036 0.005 0.023
0.000 0.005 0.002
-0.004 0.004 -0.003
0.006 0.001 -0.005
-0.003 0.003 0.002
0.180 -0.038 -0.188
-0.077 0.213 0.023
-0.135 -0.379 0.385
-0.018 -0.101 -0.048
0.013 -0.027 0.076
-0.070 0.011 -0.064
-0.029 -0.022 0.031
-0.024 -0.003 -0.030
0.012 -0.105 0.067
0.008 0.025 0.006
-0.014 0.021 -0.015
0.028 -0.035 -0.012
-0.010 0.002 -0.010
0.058 0.054 -0.062
-0.026 0.028 0.023


This record from OMol25 describes a 2-piece molecular cluster, C15H33BIN3O3PS overall in a non-equilibrium geometry. The level of theory is ωB97M-V/def2-TZVPD.

Calculated values
Charge: +1
Relative energy (zero: lowest compared OMol25 entry of this formula, charge and spin), kcal/mol: 10.4
E, eV: -55598.707

Geometry (Å):
C 0.5082 2.9529 -0.5536
C 1.1231 1.9831 0.1406
C 1.5794 0.7142 -0.5087
N 2.8812 0.2999 0.0040
C 2.9370 -1.0439 0.5074
I 4.8924 -1.5085 1.2180
C 2.3638 -2.0393 -0.5578
C 2.7513 -3.4912 -0.2446
C 3.0785 -1.7195 -1.8863
N 0.8559 -1.8150 -0.5833
C 0.0382 -2.7987 0.1876
C 0.3465 -3.0315 1.6783
C 0.4856 -4.5274 2.0410
P 0.2403 -2.1423 -2.3217
S 0.5278 -3.8515 -3.1094
C 0.4397 -0.3574 -0.3953
B -0.3491 0.0105 0.9677
O -1.6249 0.5010 0.9267
O 0.2537 -0.1197 2.1752
C -0.5897 -0.2379 3.3278
H 0.0173 3.7340 0.0032
H 0.5065 2.9927 -1.6311
H 1.3259 2.1173 1.1937
H 1.6853 0.9666 -1.5685
H 3.6669 0.5599 -0.5680
H 2.3242 -1.0454 1.4039
H 2.0933 -4.2138 -0.7203
H 2.7254 -3.6947 0.8188
H 3.7408 -3.6769 -0.6311
H 3.1060 -2.5731 -2.5499
H 2.7351 -0.8162 -2.3789
H 4.1136 -1.5226 -1.6222
H 0.1185 -3.7723 -0.2823
H -1.0165 -2.5595 0.0806
H 1.2161 -2.5087 2.0537
H -0.4937 -2.6552 2.2486
H 0.1708 -5.1908 1.2422
H 1.5276 -4.7397 2.2586
H -0.0548 -4.7457 2.9535
H 0.6850 -1.0430 -3.0603
H -1.1201 -1.8935 -2.0927
H -0.2450 -0.0672 -1.1907
H -2.0215 0.3470 0.0664
H -0.0037 -0.6744 4.1255
H -1.4351 -0.8949 3.1441
H -0.9908 0.7251 3.6195
C -2.6191 4.8758 -1.5505
O -2.0462 3.8443 -1.8627
N -3.7907 4.9324 -0.9021
C -4.4241 6.1938 -0.5598
C -4.4449 3.6884 -0.5329
H -2.2049 5.8694 -1.7854
H -4.5457 6.2708 0.5217
H -5.4049 6.2607 -1.0325
H -3.8115 7.0234 -0.9043
H -3.7959 3.1052 0.1223
H -4.6517 3.0963 -1.4248
H -5.3766 3.9064 -0.0189

Cartesian forces, eV/Å:
0.633 -0.707 0.913
-0.593 0.898 -0.702
0.880 0.185 -0.710
0.055 -0.147 0.699
-0.771 0.297 -0.214
-0.086 0.141 -0.124
2.065 -0.498 0.352
-0.956 -0.099 0.247
-0.140 0.288 0.249
-0.657 0.389 -1.820
-0.016 -0.735 1.101
-0.371 -0.417 0.339
0.489 0.460 0.015
-0.313 -1.039 -0.696
0.120 0.106 0.136
0.377 0.826 1.292
-0.209 0.131 0.479
0.153 -0.738 -0.197
-0.084 -0.450 -0.250
-0.049 0.106 0.159
0.201 0.438 -0.216
-0.456 -0.167 -0.145
-0.296 -0.324 0.229
0.015 -0.149 -0.177
-0.053 0.063 -0.205
-0.027 -0.303 0.101
-0.027 0.027 -0.212
0.188 -0.031 0.130
0.289 0.031 0.081
-0.300 -0.028 -0.279
-0.114 -0.007 -0.205
0.174 -0.024 0.076
0.298 0.064 -0.459
-0.047 0.538 -0.133
0.044 0.204 -0.194
-0.066 0.249 0.040
-0.205 -0.141 -0.005
0.123 -0.251 -0.061
-0.240 -0.144 0.016
0.076 0.236 0.393
0.122 0.340 0.266
-0.108 -0.241 -0.233
-0.304 0.419 -0.105
0.214 0.109 0.140
-0.100 -0.063 -0.198
0.097 0.211 0.090
0.079 0.088 -0.100
-0.018 -0.134 0.044
-0.100 0.095 0.081
-0.050 -0.204 0.026
0.154 -0.007 -0.093
-0.006 -0.001 -0.004
-0.023 0.069 -0.006
-0.008 0.071 0.020
0.031 -0.009 -0.019
-0.043 -0.029 0.020
-0.035 -0.033 0.026
-0.007 0.040 0.005